138
Properties=species:S:1:pos:R:3:forces:R:3:mulliken_charge:R:1 method="wB97M-V/def2-TZVPD" smiles="CCCc1cc(CC(N)(N)N)c(N=C=S)c2c1C(=O)N([C@@H](C)CCC)C2=O.c1ccccc1.c1ccccc1.c1ccccc1.c1ccccc1.c1ccccc1.c1ccccc1.c1ccccc1" homo_lumo_gap_ev=7.4 total_energy_ha=-3187.66388
C 0.8940 1.8027 2.3277 1.014 -0.671 -0.356 -0.822
C 0.9144 0.1641 2.5089 0.322 0.902 0.651 0.216
C -0.3847 -0.6058 1.8520 0.608 -0.345 -0.556 -0.533
C -0.5349 -0.4320 0.2292 0.163 0.158 -3.732 0.622
C -1.8703 0.2240 -0.5352 3.673 -1.599 -1.944 -0.800
C -1.9248 0.3585 -2.2015 2.150 -0.879 1.248 0.867
C -3.2626 0.9589 -2.9344 0.526 -0.748 -0.241 -1.224
C -3.2769 2.5889 -3.1208 -1.401 0.966 -0.983 0.086
N -3.5126 3.3545 -1.8364 -0.447 -0.471 -0.451 -0.541
N -2.0606 3.1250 -3.8771 -2.034 -0.100 0.009 -0.366
N -4.4838 2.9102 -4.0279 -0.474 0.422 0.978 -0.626
C -0.6429 -0.1071 -3.1698 0.838 -0.740 4.547 0.137
N -0.6385 -0.0064 -4.6803 4.573 5.797 0.054 -0.433
C 0.1754 1.0014 -5.1351 -2.587 -0.666 1.329 0.132
S 0.9403 2.4439 -5.6882 -2.424 -5.160 1.668 -0.122
C 0.6448 -0.7463 -2.3834 -1.902 0.616 2.499 0.414
C 0.6808 -0.9199 -0.7544 -1.986 1.272 -2.420 0.361
C 2.1247 -1.6406 -0.4729 -1.551 -1.401 3.924 -0.438
O 2.3395 -2.3364 0.6470 -0.754 4.344 -7.243 -0.552
N 3.0114 -1.3990 -1.6745 -1.829 -0.907 0.184 0.033
C 3.9975 -0.2681 -1.4858 1.775 1.150 0.376 0.625
C 5.0265 -0.4621 -0.2101 0.120 -0.105 0.590 -1.139
C 4.9863 -0.0549 -2.8178 0.305 0.597 1.152 -0.708
C 4.8950 1.5129 -3.2977 0.229 -0.468 -1.175 -0.464
C 4.5843 1.4717 -4.9404 1.069 0.180 1.248 -0.790
C 2.0896 -1.3275 -2.8922 -0.514 -0.434 -4.557 -0.200
O 2.3544 -1.6939 -4.1659 -1.179 2.456 8.392 -0.571
H 1.1140 2.0380 1.1851 -0.863 -0.280 2.377 0.204
H -0.1023 2.2708 2.7238 1.960 -0.782 -0.887 0.069
H 1.8350 2.2383 2.9149 -2.212 -0.849 -1.096 0.346
H 1.9554 -0.2021 2.0995 -2.317 0.410 0.595 -0.208
H 0.9401 -0.0460 3.6810 -0.265 0.223 -2.521 0.316
H -0.2123 -1.7685 2.0544 -0.630 2.528 -0.440 0.277
H -1.3589 -0.2130 2.3695 1.806 -0.850 -1.029 0.286
H -2.7599 0.5627 0.1701 1.982 -0.682 -1.928 0.178
H -4.2399 0.5605 -2.3772 2.169 1.095 -1.007 0.308
H -3.3232 0.4737 -4.0219 0.262 1.217 2.336 0.292
H -3.8684 4.3217 -2.0935 0.711 -1.593 0.281 0.257
H -4.3463 2.8934 -1.3948 1.100 0.579 -0.423 0.358
H -2.1600 4.1753 -3.8396 0.298 -1.421 0.019 0.288
H -2.2754 2.8784 -4.8880 0.454 0.353 1.545 0.352
H -4.4720 3.9564 -4.2248 0.134 -1.745 0.317 0.061
H -5.3706 2.7922 -3.4517 1.375 0.024 -0.987 0.325
H 3.3784 0.7238 -1.2472 1.255 -2.008 -0.738 0.130
H 4.5353 -0.9290 0.7437 0.715 0.887 -1.876 0.087
H 5.9670 -1.1325 -0.4647 -2.116 1.335 0.323 0.351
H 5.4278 0.6060 0.1101 -0.865 -2.161 -0.864 0.302
H 4.7749 -0.8413 -3.6591 0.088 1.722 1.575 0.400
H 6.1136 -0.2283 -2.4665 -2.598 0.184 -0.684 0.340
H 5.9392 2.0458 -3.0723 -2.336 -1.112 -0.676 0.270
H 4.0691 2.1466 -2.7540 1.499 -1.474 -0.968 0.287
H 5.5433 0.9546 -5.4202 -2.184 1.244 0.760 0.280
H 3.6372 0.8108 -5.1646 1.870 1.535 0.449 0.135
H 4.4852 2.5915 -5.2644 0.051 -2.303 0.117 0.268
C -0.5153 2.0699 7.7107 -0.101 0.035 -0.167 -0.368
C -0.7615 0.9182 6.9639 -0.057 0.119 -0.044 -0.469
C -1.5205 0.9922 5.7963 0.046 0.184 0.066 -0.306
C -2.0255 2.2209 5.3699 0.142 -0.038 0.172 -0.342
C -1.7761 3.3732 6.1148 0.045 -0.121 0.043 -0.394
C -1.0248 3.2976 7.2874 -0.007 -0.172 -0.102 -0.507
H 0.0735 2.0112 8.6224 -0.088 0.006 -0.138 0.369
H -0.3621 -0.0381 7.2925 -0.069 0.146 -0.051 0.385
H -1.7178 0.0935 5.2182 0.037 0.102 0.074 0.378
H -2.6129 2.2796 4.4575 0.054 -0.006 0.109 0.446
H -2.1683 4.3309 5.7815 0.051 -0.134 0.072 0.463
H -0.8354 4.1946 7.8704 -0.025 -0.116 -0.084 0.382
C -0.9184 -5.6057 -5.1020 -0.121 0.159 0.040 -0.411
C -2.2784 -5.9130 -5.1299 0.032 0.129 0.044 -0.466
C -3.2242 -4.9177 -4.8857 0.194 0.054 -0.008 -0.432
C -2.8097 -3.6117 -4.6231 0.155 -0.155 -0.050 -0.636
C -1.4498 -3.3036 -4.5989 -0.048 -0.108 0.025 0.376
C -0.5037 -4.3010 -4.8339 -0.156 -0.091 -0.012 -0.564
H -0.1815 -6.3824 -5.2891 -0.106 0.110 0.027 0.373
H -2.6014 -6.9293 -5.3414 0.045 0.146 0.037 0.362
H -4.2836 -5.1589 -4.9009 0.116 0.036 -0.016 0.403
H -3.5468 -2.8349 -4.4375 0.076 -0.094 -0.009 0.488
H -1.1270 -2.2854 -4.3958 -0.069 -0.335 -0.101 0.179
H 0.5558 -4.0618 -4.8096 -0.132 0.017 -0.007 0.450
C 5.7228 -3.1960 5.2241 -0.110 0.024 -0.155 -0.327
C 5.4766 -4.3477 4.4772 -0.077 0.098 -0.031 0.162
C 4.7175 -4.2736 3.3097 0.093 0.225 0.200 -0.786
C 4.2125 -3.0449 2.8833 0.062 -0.110 0.038 -0.039
C 4.4620 -1.8926 3.6282 0.105 -0.231 0.112 -0.274
C 5.2132 -1.9682 4.8007 -0.009 -0.133 -0.078 -0.635
H 6.3115 -3.2546 6.1358 -0.070 0.013 -0.119 0.331
H 5.8759 -5.3039 4.8059 -0.037 0.149 -0.058 0.057
H 4.5202 -5.1723 2.7316 0.032 0.126 0.061 0.374
H 3.6251 -2.9863 1.9708 0.270 -0.057 0.353 0.640
H 4.0697 -0.9349 3.2949 0.031 -0.112 0.050 0.270
H 5.4026 -1.0712 5.3837 -0.010 -0.108 -0.064 0.361
C -8.1800 6.7497 -5.7108 0.107 -0.042 0.174 -0.379
C -6.7983 6.6127 -5.8410 -0.048 -0.012 0.109 -0.458
C -6.0191 6.3048 -4.7261 -0.259 -0.015 0.060 -0.277
C -6.6236 6.1241 -3.4817 -0.097 0.034 -0.219 -0.220
C -8.0057 6.2574 -3.3524 0.054 0.012 -0.109 -0.499
C -8.7838 6.5745 -4.4655 0.215 -0.029 -0.031 -0.353
H -8.7865 6.9930 -6.5793 0.100 -0.039 0.132 0.353
H -6.3282 6.7468 -6.8121 -0.074 -0.017 0.160 0.353
H -4.9418 6.2047 -4.8266 -0.108 0.054 -0.023 0.444
H -6.0171 5.8793 -2.6137 -0.087 0.053 -0.073 0.324
H -8.4768 6.1150 -2.3828 0.075 0.034 -0.154 0.359
H -9.8599 6.6837 -4.3632 0.153 -0.024 -0.011 0.357
C -6.4709 -4.3593 -2.4323 0.032 0.191 0.119 -0.381
C -7.6640 -3.7085 -2.1199 0.122 0.063 0.059 -0.405
C -7.6455 -2.5538 -1.3382 0.155 -0.060 -0.050 -0.363
C -6.4316 -2.0439 -0.8766 -0.016 -0.170 -0.148 -0.472
C -5.2381 -2.6927 -1.1922 -0.140 -0.025 -0.045 -0.314
C -5.2575 -3.8526 -1.9663 -0.135 0.035 0.034 -0.530
H -6.4860 -5.2611 -3.0388 0.004 0.120 0.091 0.369
H -8.6093 -4.1020 -2.4854 0.142 0.059 0.067 0.360
H -8.5759 -2.0507 -1.0893 0.123 -0.068 -0.042 0.359
H -6.4165 -1.1413 -0.2715 -0.011 -0.118 -0.055 0.382
H -4.2921 -2.2943 -0.8338 -0.094 -0.073 -0.052 0.478
H -4.3280 -4.3609 -2.2073 -0.126 0.089 0.029 0.524
C 9.3456 -8.8919 5.1748 -0.116 0.137 0.078 -0.372
C 10.0463 -7.8991 5.8591 -0.163 0.015 -0.016 -0.347
C 9.3580 -6.8398 6.4498 -0.121 -0.136 -0.082 -0.403
C 7.9668 -6.7787 6.3647 0.129 -0.149 -0.082 -0.241
C 7.2659 -7.7735 5.6837 0.169 -0.001 0.006 -0.419
C 7.9549 -8.8279 5.0849 0.118 0.130 0.100 -0.389
H 9.8827 -9.7155 4.7116 -0.079 0.123 0.067 0.346
H 11.1298 -7.9505 5.9312 -0.168 0.014 -0.020 0.351
H 9.9048 -6.0629 6.9771 -0.077 -0.113 -0.067 0.345
H 7.4299 -5.9558 6.8292 0.070 -0.108 -0.060 0.396
H 6.1816 -7.7266 5.6188 0.156 -0.015 0.008 0.402
H 7.4090 -9.5998 4.5498 0.072 0.103 0.078 0.353
C 1.0196 7.0424 3.0144 -0.164 -0.054 -0.095 -0.403
C 0.3794 5.9458 3.5909 -0.067 0.061 -0.103 -0.436
C -0.8031 5.4568 3.0364 0.071 0.173 -0.132 0.126
C -1.3404 6.0588 1.8982 0.156 0.061 0.100 -0.643
C -0.6980 7.1531 1.3195 0.055 -0.066 0.137 -0.331
C 0.4794 7.6479 1.8796 -0.080 -0.168 0.085 -0.422
H 1.9393 7.4254 3.4489 -0.134 -0.058 -0.063 0.363
H 0.8018 5.4725 4.4737 -0.075 0.052 -0.120 0.395
H -1.3053 4.6066 3.4898 0.101 0.095 -0.066 0.230
H -2.2592 5.6748 1.4631 0.138 0.041 0.046 0.369
H -1.1160 7.6211 0.4316 0.066 -0.068 0.140 0.355
H 0.9766 8.5038 1.4317 -0.063 -0.119 0.055 0.349

143
Properties=species:S:1:pos:R:3:forces:R:3:mulliken_charge:R:1 method="wB97M-V/def2-TZVPD" homo_lumo_gap_ev=6.5 charge=-1 total_energy_ha=-8875.90378
Ir -0.0235 0.1979 0.4207 -1.964 -0.616 -1.177 1.951
C -1.0045 -4.0229 6.2259 0.259 0.054 -0.051 -1.512
C 0.2524 -3.1938 6.0761 -0.028 -0.078 -0.058 0.994
C 1.1103 -3.4056 4.9979 -0.063 -0.161 0.019 -0.861
C 2.2392 -2.6268 4.8003 0.094 0.101 0.046 1.784
C 3.1621 -2.9212 3.6402 -0.017 0.060 0.081 -1.617
C 2.5130 -1.5771 5.7005 0.104 0.025 0.043 0.080
C 1.6899 -1.3802 6.8147 0.185 -0.088 0.101 1.349
C 1.9495 -0.2944 7.8379 -0.128 -0.067 -0.101 -1.792
C 0.5746 -2.2009 6.9845 0.000 0.067 0.071 -0.339
C 3.6985 -0.6751 5.4729 -0.101 0.008 -0.082 -0.895
C 4.8746 -0.9576 6.1664 0.030 0.050 0.023 0.131
C 5.9940 -0.1485 6.0320 -0.120 -0.038 -0.009 -1.230
C 5.9439 0.9505 5.1890 -0.037 -0.054 -0.028 0.648
C 4.7902 1.2487 4.4636 -0.233 -0.203 -0.045 -0.968
C 3.6400 0.4365 4.6038 0.330 -0.028 0.200 -0.218
Ge 1.9635 0.7884 3.6121 0.520 0.059 -0.273 -0.188
S 2.0418 -0.0384 1.6052 0.068 0.768 0.153 -0.635
S 1.3881 2.9507 3.4395 0.129 0.252 0.029 0.735
Ge -0.6243 1.9931 3.6651 0.071 0.296 -0.092 -1.702
S -1.4223 1.6040 1.6709 0.178 -0.435 -0.191 -0.889
S 0.1417 0.2316 4.7476 -0.261 -0.205 0.081 0.290
C -1.9436 3.0610 4.6542 -0.407 0.097 0.139 -0.185
C -1.7585 4.4221 4.9559 0.010 -0.128 -0.054 -0.653
C -2.7673 5.1258 5.6222 0.030 -0.034 -0.034 -0.006
C -3.9547 4.5102 5.9812 0.050 -0.060 -0.046 -1.147
C -4.1444 3.1673 5.6850 0.039 0.003 0.018 -0.093
C -3.1568 2.4353 5.0295 0.005 0.087 0.030 -0.387
C -3.4139 0.9758 4.7794 0.220 0.036 0.123 0.957
C -4.1311 0.5424 3.6609 0.071 0.079 -0.034 0.624
C -4.7527 1.5143 2.6830 0.096 -0.091 0.036 -1.838
C -4.2830 -0.8269 3.4486 0.022 -0.034 -0.042 -0.430
C -3.7479 -1.7672 4.3171 -0.012 -0.031 -0.003 0.535
C -3.8806 -3.2473 4.0545 0.000 0.054 0.010 -1.283
C -3.0873 -1.3132 5.4564 0.009 -0.073 0.085 -0.301
C -2.9231 0.0401 5.7101 -0.073 0.130 0.084 0.322
C -2.2706 0.4944 7.0015 -0.056 -0.070 -0.144 -0.921
C -0.5441 5.2308 4.5850 -0.162 0.074 0.038 0.590
C -0.4416 5.7943 3.3082 -0.072 -0.020 -0.031 1.627
C -1.4234 5.4347 2.2157 0.106 0.083 0.140 -1.814
C 0.6000 6.6810 3.0416 -0.046 -0.012 -0.072 -1.041
C 1.5274 7.0322 4.0121 0.028 -0.011 0.001 0.650
C 2.5946 8.0605 3.7306 -0.001 -0.026 -0.021 -1.771
C 1.4294 6.4323 5.2632 0.009 -0.027 0.062 -0.533
C 0.4151 5.5293 5.5631 -0.037 -0.058 0.025 1.219
C 0.3796 4.8481 6.9132 -0.024 0.027 -0.144 -1.893
C 4.8561 2.4399 3.5500 -0.061 -0.008 0.106 0.473
C 4.5298 3.7127 4.0312 -0.068 -0.049 0.035 0.554
C 4.0663 3.9463 5.4547 0.027 0.037 -0.188 -0.960
C 4.6206 4.8070 3.1680 -0.063 0.086 0.142 -0.401
C 5.0421 4.6678 1.8574 0.031 0.013 -0.058 0.501
C 5.1133 5.8598 0.9330 -0.077 -0.067 0.010 -1.548
C 5.4066 3.3983 1.4101 0.017 -0.004 -0.005 -0.790
C 5.3355 2.2830 2.2354 -0.022 0.021 0.065 0.911
C 5.7962 0.9369 1.7270 -0.035 0.112 0.060 -1.658
H -1.5039 -4.1116 5.2566 0.200 -0.025 0.234 -0.098
H -1.6967 -3.5614 6.9353 0.113 -0.144 -0.020 0.470
H -0.7741 -5.0302 6.5852 -0.004 0.020 -0.030 0.467
H 0.8653 -4.1762 4.2716 0.048 0.157 0.097 0.181
H 2.7829 -3.7628 3.0572 0.006 0.074 0.051 0.415
H 4.1690 -3.1633 3.9958 -0.047 -0.005 0.001 0.338
H 3.2501 -2.0650 2.9678 -0.033 -0.057 0.029 0.175
H 2.7215 0.4020 7.5157 -0.018 0.002 -0.019 0.212
H 2.2660 -0.7313 8.7908 -0.009 0.027 -0.049 0.421
H 1.0336 0.2776 8.0196 0.074 -0.056 -0.028 0.187
H -0.0843 -2.0188 7.8331 0.074 -0.018 -0.068 0.235
H 4.8940 -1.8181 6.8301 0.002 0.070 -0.070 0.488
H 6.9005 -0.3726 6.5838 -0.040 0.009 -0.016 0.404
H 6.8099 1.5962 5.0761 -0.042 -0.043 0.000 0.458
H -2.6072 6.1778 5.8402 -0.008 -0.067 -0.003 0.488
H -4.7310 5.0741 6.4874 0.043 -0.028 -0.019 0.384
H -5.0661 2.6651 5.9693 0.097 0.057 -0.047 0.503
H -4.2296 2.4706 2.6676 0.012 -0.046 0.003 0.205
H -5.7968 1.7098 2.9469 0.008 -0.002 0.016 0.431
H -4.7292 1.1006 1.6724 0.011 0.024 0.078 0.351
H -4.8062 -1.1654 2.5562 0.061 0.037 0.072 0.307
H -4.2470 -3.4393 3.0439 0.019 0.030 0.055 0.327
H -4.5758 -3.7088 4.7649 0.056 0.026 -0.048 0.427
H -2.9098 -3.7392 4.1611 -0.246 0.115 -0.176 -0.180
H -2.6686 -2.0384 6.1541 -0.150 0.262 -0.181 0.339
H -1.8549 -0.3610 7.5410 -0.055 0.083 -0.080 0.282
H -3.0027 0.9918 7.6455 0.011 -0.032 -0.015 0.449
H -1.4605 1.2043 6.8240 -0.037 -0.029 -0.010 -0.067
H -2.4485 5.3942 2.5903 0.037 0.028 -0.010 0.286
H -1.1966 4.4462 1.8084 -0.027 -0.024 0.047 -0.144
H -1.3748 6.1555 1.3975 0.005 -0.004 0.037 0.557
H 0.6813 7.1108 2.0440 -0.018 -0.036 0.115 0.330
H 2.8459 8.0900 2.6667 -0.004 -0.028 0.090 0.322
H 3.5070 7.8524 4.2964 -0.072 0.025 -0.048 0.371
H 2.2524 9.0609 4.0147 0.025 -0.053 -0.007 0.423
H 2.1719 6.6626 6.0264 -0.082 -0.018 -0.089 0.284
H 1.3040 5.0367 7.4635 -0.058 0.002 -0.038 0.372
H 0.2658 3.7658 6.7933 0.031 0.073 -0.014 0.210
H -0.4608 5.1948 7.5213 0.023 -0.013 -0.040 0.460
H 4.0695 3.0327 6.0448 0.017 -0.018 -0.007 0.113
H 3.0464 4.3388 5.4501 0.070 -0.041 -0.022 -0.399
H 4.7101 4.6800 5.9520 -0.028 -0.052 -0.052 0.571
H 4.3362 5.7936 3.5407 0.079 -0.219 -0.081 0.217
H 5.0919 6.7962 1.4953 -0.001 -0.065 -0.028 0.370
H 4.2646 5.8671 0.2403 0.060 -0.003 0.060 0.254
H 6.0263 5.8408 0.3331 -0.039 0.002 0.024 0.420
H 5.7699 3.2761 0.3905 -0.020 0.010 0.101 0.351
H 6.3713 1.0509 0.8044 -0.063 0.000 0.062 0.492
H 4.9395 0.2932 1.5224 -0.079 -0.051 0.014 0.084
H 6.4176 0.4243 2.4655 -0.026 0.049 -0.056 0.414
C 3.6228 0.3076 -1.1457 -0.038 0.075 -0.006 -1.596
N 2.2679 0.1362 -1.6508 0.161 -0.185 -0.285 1.165
C 2.2207 -1.0664 -2.4822 -0.097 0.106 0.235 -1.276
C 1.8924 1.3077 -2.4283 0.125 -0.019 0.228 -1.148
C 0.4055 1.5355 -2.5344 -0.213 0.057 0.062 -0.957
N -0.2873 1.8920 -1.2733 1.220 -0.088 0.709 0.646
C 0.2662 3.1528 -0.7176 0.033 -0.049 -0.307 -0.590
C -1.7125 2.0909 -1.5864 0.076 0.108 0.061 -1.078
H 4.3303 0.4865 -1.9737 0.056 -0.004 -0.008 0.456
H 3.9299 -0.5875 -0.6104 0.016 -0.041 0.047 0.445
H 3.6597 1.1419 -0.4436 -0.003 -0.044 -0.050 0.332
H 2.9697 -1.0085 -3.2899 -0.004 -0.040 -0.025 0.361
H 1.2324 -1.1984 -2.9220 -0.008 0.030 0.057 0.333
H 2.4255 -1.9445 -1.8652 -0.009 0.080 -0.044 0.245
H 2.2988 1.2178 -3.4485 -0.016 0.118 -0.100 0.354
H 2.3559 2.1878 -1.9842 0.087 0.001 0.045 0.549
H -0.0748 0.6472 -2.9410 -0.115 -0.015 0.003 0.375
H 0.2486 2.3578 -3.2419 -0.073 0.067 -0.142 0.456
H 0.2675 3.9408 -1.4888 -0.015 -0.061 0.025 0.312
H 1.2775 3.0032 -0.3395 -0.089 -0.069 -0.029 0.195
H -0.3474 3.4646 0.1197 -0.042 -0.043 0.032 -0.026
H -1.8174 2.9463 -2.2645 0.007 0.041 -0.025 0.396
H -2.2688 2.2836 -0.6727 0.044 0.039 0.033 0.233
H -2.1163 1.2006 -2.0578 0.018 -0.009 -0.028 0.336
O -0.6893 -3.2051 2.6994 -0.138 0.196 -0.230 -0.413
C -0.9046 -2.4971 1.7158 0.002 0.015 0.137 0.325
O -0.5884 -1.2477 1.6849 0.354 -0.663 0.815 0.096
C -1.6860 -3.1166 0.5754 0.018 -0.084 0.114 -0.611
C -2.2794 -4.3611 0.8155 0.011 0.013 -0.088 -0.654
C -3.0534 -5.0014 -0.1381 0.028 0.103 -0.003 -0.804
C -3.2510 -4.3876 -1.3741 0.086 0.084 0.029 -0.587
C -2.6586 -3.1633 -1.6319 -0.080 -0.094 0.082 -1.006
C -1.8689 -2.5193 -0.6663 -0.025 0.192 -0.234 1.481
S -1.1261 -1.0166 -1.2126 -0.026 0.199 -0.125 -0.476
H -2.1018 -4.8094 1.7829 0.004 0.005 0.027 0.549
H -3.5002 -5.9668 0.0777 0.028 0.090 -0.013 0.388
H -3.8639 -4.8602 -2.1358 0.057 0.020 0.059 0.351
H -2.7994 -2.6754 -2.5907 0.010 -0.041 0.054 0.459